This record from the OMol25 dataset describes the molecule C6H16N2 in a non-equilibrium geometry. The level of theory is ωB97M-V with the def2-TZVPD basis set.

Cartesian coordinates (Å):
C 0.5808 1.7613 -1.2154
N 1.3985 0.5169 -0.9999
C 1.4681 -0.0301 -2.4326
C 0.7701 -0.5359 -0.1229
C 0.5415 -0.0371 1.2589
C -0.5110 -0.8874 2.1370
C -1.6885 -1.0436 1.3129
N -2.3835 0.1772 0.8615
H 1.3875 2.3891 -1.6060
H 0.1038 2.0865 -0.3793
H -0.2552 1.4514 -1.7589
H 1.5768 0.7882 -3.1563
H 2.4096 -0.5726 -2.3881
H 0.6558 -0.6966 -2.7215
H 1.5803 -1.3008 -0.0950
H -0.0513 -0.9523 -0.7086
H 1.3957 0.0875 1.9035
H 0.2094 1.0049 1.2487
H -0.7236 -0.5271 3.1128
H -0.0624 -1.7847 2.3985
H -1.4195 -1.5271 0.3992
H -2.5638 -1.6151 1.6370
H -1.9643 0.8342 1.5018
H -2.4548 0.4132 -0.1875

As for the energy: -347.60990 Ha. As for the total charge: 0. As for the largest force on an atom: 4.74 eV Å⁻¹. As for the SMILES: CN(C)CCCCN.